ORCA calculation (the ωB97M-V functional and the def2-TZVPD basis) on C16H11CdCl5NO5 as an isolated structure in a non-equilibrium geometry.

```
39
Properties=species:S:1:pos:R:3
Cd -0.5333 0.3769 0.1730
O 0.1520 -3.4170 -1.5006
C 0.1281 -2.2977 -1.0039
O -0.8550 -1.5139 -0.9455
C 1.4699 -1.7863 -0.4134
C 2.5692 -2.6392 -0.3835
C 3.7574 -2.1768 0.1476
C 3.8217 -0.8650 0.5987
C 2.6838 -0.0798 0.5136
N 1.5368 -0.5391 0.0356
H 2.4411 -3.6366 -0.7751
H 4.6208 -2.8262 0.2083
H 4.7353 -0.4615 1.0121
H 2.6821 0.9569 0.8307
Cl 0.0034 -2.3992 2.2076
C -0.9183 -1.1553 2.9650
C -1.1639 0.0027 2.2360
C -1.9007 0.9821 2.8937
Cl -2.2204 2.4094 1.9853
C -2.3620 0.8422 4.1990
Cl -3.2461 2.1007 4.9681
C -2.1062 -0.3417 4.8850
Cl -2.6855 -0.5644 6.4877
C -1.3833 -1.3553 4.2634
Cl -1.0852 -2.8321 5.0959
C -0.0995 0.5568 -3.3811
C -0.8717 1.6499 -2.6428
C -1.5970 2.5458 -3.6486
O -1.8288 1.0748 -1.7386
C 0.1849 2.4898 -1.8147
O 0.7384 3.4116 -2.3959
O 0.3991 2.1126 -0.6313
H -0.7838 -0.1179 -3.9031
H 0.4975 -0.0272 -2.6791
H 0.5700 1.0157 -4.1059
H -2.2791 1.9587 -4.2676
H -0.8566 3.0337 -4.2767
H -2.1576 3.3161 -3.1230
H -2.0576 0.1960 -2.0755
```

Properties
Kohn-Sham gap   0.3163 Eh
Energy relative to the best compared isomer or geometry (same formula, charge and spin)   0.0 kJ/mol
LUMO   2.468 eV
Charge   -1
E_HOMO   -6.139 eV

***

ORCA calculation (the ωB97M-V functional and the def2-TZVPD basis) on one molecule with the formula C16H11Cl5N4O3S in a non-equilibrium geometry.

```
40
Properties=species:S:1:pos:R:3
O -0.0778 1.4778 2.4939
C 0.5868 0.8482 1.7052
N 0.2009 -0.3379 1.1487
C -1.0550 -1.0028 1.4073
N -2.1156 -0.0611 1.5571
C -3.3838 -0.2260 1.0742
S -4.6806 0.3317 1.9107
N -3.5612 -0.8670 -0.1156
C -2.7165 -0.9541 -1.2153
C -1.6687 -0.0595 -1.4438
C -0.8629 -0.1764 -2.5598
C -1.1033 -1.1860 -3.4812
Cl -0.0972 -1.3414 -4.8695
C -2.1572 -2.0697 -3.2964
C -2.9527 -1.9498 -2.1727
Cl -4.2695 -3.0497 -1.9415
C -0.9500 -1.9347 2.6552
Cl -0.6850 -1.0227 4.1462
Cl -2.4532 -2.8727 2.7881
Cl 0.4115 -3.0563 2.4071
C 1.9075 1.3336 1.2014
C 2.7373 2.0515 2.0602
C 3.9480 2.5552 1.6136
C 4.3328 2.3734 0.2969
C 3.4871 1.6820 -0.5615
N 3.8531 1.5130 -1.9509
O 3.0386 0.9852 -2.6773
O 4.9422 1.9083 -2.2969
C 2.2821 1.1530 -0.1223
H 0.8795 -0.8644 0.6223
H -1.2669 -1.6647 0.5588
H -2.0394 0.5363 2.3757
H -4.5108 -1.1844 -0.2773
H -1.5039 0.7433 -0.7428
H -0.0579 0.5205 -2.7324
H -2.3543 -2.8434 -4.0204
H 2.4150 2.2070 3.0784
H 4.5880 3.0999 2.2896
H 5.2644 2.7653 -0.0820
H 1.6489 0.6395 -0.8306
```

Properties
Kohn-Sham gap   0.2728 Eh
LUMO   -1.034 eV
SMILES   O=C(N[C@H](NC(=S)Nc1ccc(Cl)cc1Cl)C(Cl)(Cl)Cl)c1cccc([N+](=O)[O-])c1
E_HOMO   -8.456 eV

***

ORCA calculation (the ωB97M-V functional and the def2-TZVPD basis) on one molecule with the formula C16H11ClF3N3O in a non-equilibrium geometry.

```
35
Properties=species:S:1:pos:R:3
N -3.5229 -1.0617 -2.0031
C -4.0393 -1.4020 -0.9360
O -5.2335 -1.2652 -0.8258
C -3.1841 -1.8886 0.1419
C -1.9988 -1.1792 0.1137
C -0.7817 -1.4693 0.2029
N 0.0292 -0.4173 0.4459
C 1.4671 -0.2715 0.0629
N 1.9843 0.8368 -0.4105
C 3.3759 0.8622 -0.4878
C 4.1468 0.0739 -0.1352
C 5.6102 -0.0575 -0.2763
F 6.4405 -0.7541 0.6281
F 6.0047 -0.7006 -1.4604
F 6.2072 1.3475 -0.5768
C 3.5665 -1.1846 0.3097
C 2.3280 -1.5511 0.4895
Cl 1.7141 -2.6698 1.4640
C -0.7217 0.8329 0.3749
C -0.4513 2.2611 0.8199
C -1.3675 3.1813 0.9196
C -2.7600 2.7149 1.0422
C -3.0444 1.5132 0.4410
C -1.9380 0.4415 0.4734
H -2.5946 -1.1553 -2.1789
H -4.1598 -0.7838 -2.8508
H -3.8280 -1.8640 0.9815
H -2.9257 -2.8501 -0.0209
H -0.3249 -2.2465 -0.1079
H 3.6647 1.8901 -0.7697
H 4.3061 -2.1045 0.5949
H 0.7304 2.4440 0.7242
H -1.2049 4.0729 1.1281
H -3.4320 3.5649 0.9917
H -4.0628 0.8397 0.6898
```

Properties
Kohn-Sham gap   0.3278 Eh
LUMO   0.029 eV
SMILES   NC(=O)Cc1cn(-c2ncc(C(F)(F)F)cc2Cl)c2ccccc12
E_HOMO   -8.891 eV

***

ORCA calculation (the ωB97M-V functional and the def2-TZVPD basis) on C16H11N6O12S4Tc as an isolated structure.

```
50
Properties=species:S:1:pos:R:3
Tc 1.1488 1.0400 1.2041
O 3.6821 0.5753 3.5148
S 3.0445 1.7200 2.9461
O 3.4907 3.0112 3.3504
O 1.4838 1.5871 3.0835
O 3.0264 1.6014 1.3703
O 1.9270 0.8625 -2.8033
C 1.5762 1.3600 -1.7604
O 1.1665 0.6101 -0.7455
C 1.4615 2.8532 -1.6212
C 1.8739 3.5996 -2.7111
C 1.7026 4.9691 -2.7267
C 1.0754 5.6245 -1.6841
C 0.6404 4.8832 -0.6167
C 0.8699 3.4898 -0.4980
O 0.5565 2.8829 0.5966
N -0.1043 5.6104 0.4236
O 0.1944 6.7750 0.6057
O -1.0611 5.0587 0.9211
N 2.1476 5.7446 -3.8858
O 2.7506 5.1586 -4.7624
O 1.9302 6.9418 -3.8838
H 2.3212 3.0874 -3.5507
H 0.9195 6.6927 -1.7067
N -3.0790 1.0930 1.0227
C -1.8513 0.8040 0.5310
N -1.7064 0.6181 -0.7797
O -0.9094 0.6687 1.3492
H -3.7940 1.4433 0.4101
H -3.0885 1.4236 1.9734
H -2.4726 0.7113 -1.4207
H -0.7777 0.3921 -1.1214
S -1.0390 -4.2656 -2.3596
C -0.3687 -3.6136 -0.9880
S 0.5788 -2.1674 -0.9468
C 0.6778 -2.2578 0.7967
N 0.0971 -3.2971 1.2932
N -0.4730 -4.0514 0.2872
C -1.1641 -5.2357 0.6949
C -2.1726 -5.1266 1.6363
C -2.8328 -6.2699 2.0616
C -2.4859 -7.5078 1.5396
C -1.4711 -7.6026 0.5960
C -0.8021 -6.4652 0.1723
S 1.5686 -1.2028 1.8677
H -2.4205 -4.1524 2.0357
H -3.6204 -6.1913 2.7996
H -3.0018 -8.3997 1.8712
H -1.1965 -8.5668 0.1886
H -0.0186 -6.5195 -0.5703
```

Properties
Kohn-Sham gap (spin up / spin down)   0.2774 / 0.2627 Eh
Energy relative to the best compared isomer or geometry (same formula, charge and spin)   50.7 kJ/mol
LUMO (spin up / spin down)   1.693 / 1.220 eV
Charge   -1
Multiplicity   4
E_HOMO (spin up / spin down)   -5.856 / -5.928 eV
⟨S²⟩   3.77

***

ORCA calculation (the ωB97M-V functional and the def2-TZVPD basis) on a 6-piece molecular cluster, C16H12B3NO32S2 overall in a non-equilibrium geometry.

```
66
Properties=species:S:1:pos:R:3
N 20.5645 15.3311 19.5464
H 19.6177 14.9961 19.7439
H 20.8656 14.7553 18.7596
H 21.2190 15.0033 20.2738
H 20.5771 16.3445 19.4162
O 22.8211 14.1680 20.5101
C 23.3982 13.2166 20.0448
O 24.0913 12.3058 20.6762
B 24.4881 11.2828 19.7042
O 24.2714 11.8934 18.3895
C 23.5596 12.9811 18.5494
O 23.0266 13.6854 17.7371
O 25.9155 10.8463 19.9156
C 25.9012 9.6314 20.3771
O 26.8269 8.8882 20.5851
C 24.4556 9.1017 20.3754
O 23.7028 10.0534 19.8392
O 24.1117 7.9927 20.6561
O 15.1817 9.0399 23.9565
C 15.5117 10.1781 23.7354
O 16.7085 10.5626 23.3793
B 16.6735 12.0093 23.0677
O 15.2552 12.4138 23.2335
C 14.5435 11.3867 23.6552
O 13.3740 11.3998 23.9185
O 17.0724 12.2834 21.7032
C 18.0861 13.1298 21.7273
O 18.6403 13.6907 20.8268
C 18.4203 13.4700 23.2170
O 17.5963 12.7370 23.9574
O 19.2962 14.1843 23.5955
O 21.3720 17.7233 20.6600
C 21.7419 18.8092 20.2715
O 22.3078 19.7141 21.0136
B 22.6071 20.8723 20.1956
O 22.3795 20.4440 18.7934
C 21.8873 19.2241 18.7751
O 21.5748 18.5275 17.8568
O 21.8683 22.0978 20.5093
C 22.7173 23.0578 20.8706
O 22.4475 24.2022 21.0693
C 24.1745 22.4684 20.8267
O 24.0277 21.2021 20.4119
O 25.1915 23.0307 21.0707
C 17.8287 18.8084 22.1767
C 17.5673 17.3302 22.5023
O 16.9853 16.8062 21.3192
S 16.8991 17.8148 20.0000
O 15.5895 17.7403 19.4130
O 18.0547 17.7519 19.1558
O 17.0301 19.0795 20.9977
H 18.8330 19.1604 21.9566
H 17.4626 19.4084 23.0089
H 16.8707 17.0438 23.2888
H 18.4949 16.7910 22.7078
C 19.5673 10.9731 17.6750
C 20.8412 11.0261 16.8247
O 20.8095 12.2789 16.1352
S 19.5735 13.2357 16.5867
O 18.5252 13.2316 15.6421
O 20.0972 14.4933 17.0130
O 19.2021 12.3325 17.8703
H 19.6401 10.3897 18.5854
H 18.7994 10.6056 16.9873
H 20.7434 10.2486 16.0695
H 21.7294 10.8726 17.4354
```

Properties
Kohn-Sham gap   0.3573 Eh
Energy relative to the best compared isomer or geometry (same formula, charge and spin)   0.0 kJ/mol
LUMO   3.446 eV
Charge   -2
E_HOMO   -6.277 eV

***

ORCA calculation (the ωB97M-V functional and the def2-TZVPD basis) on an isolated ion of composition C16H12BCl4N2O3 and charge -1 in a non-equilibrium geometry.

```
38
Properties=species:S:1:pos:R:3
Cl 0.1543 -1.2404 4.1884
B 0.8153 0.2413 3.2842
Cl -0.4922 0.9793 2.0998
Cl 1.1548 1.6347 4.5699
O 1.9903 -0.1526 2.5586
C 2.6515 0.7703 1.7543
C 2.6111 0.3828 0.2559
C 2.8633 1.3481 -0.7254
C 3.1178 0.9641 -2.0462
C 3.0912 -0.4002 -2.3740
Cl 3.4715 -0.9074 -3.9749
C 2.7025 -1.3565 -1.4224
C 2.4517 -0.9549 -0.1075
H 2.1195 1.7431 1.8080
H 2.8636 2.4042 -0.4569
H 3.3408 1.6978 -2.8198
H 2.5905 -2.3994 -1.7060
H 2.1624 -1.6780 0.6602
C 4.7627 -0.5206 2.0732
C 4.1011 0.8679 2.2438
C 4.7292 1.9373 1.4397
N 5.2565 2.8165 0.8810
C 4.2449 1.3135 3.7337
C 4.3710 0.3904 4.8020
C 4.4764 0.8046 6.1284
C 4.4353 2.1818 6.4301
N 4.1354 2.6201 7.7515
O 3.9827 3.8484 7.9441
O 3.9960 1.7686 8.6566
C 4.4461 3.1199 5.3836
C 4.3463 2.6762 4.0624
H 4.4244 -1.1637 2.8800
H 4.4840 -1.0135 1.1442
H 5.8528 -0.4660 2.1151
H 4.3863 -0.6838 4.6232
H 4.5948 0.0906 6.9470
H 4.5339 4.1811 5.6127
H 4.3433 3.4325 3.2750
```

Properties
Kohn-Sham gap   0.2911 Eh
LUMO   1.400 eV
Charge   -1
E_HOMO   -6.521 eV

***

What is the formula in the fourth record?
C16H11N6O12S4Tc